Record 1
This record from the OMol25 dataset describes 8 unconnected molecules or ions with the total composition C10H40BO12 in a non-equilibrium geometry. The level of theory is ωB97M-V/def2-TZVPD.

```
63
Properties=species:S:1:pos:R:3:forces:R:3
O -21.7223 6.5158 17.1811 0.719 -0.640 0.050
H -22.7034 6.2461 17.1951 -0.145 0.529 -0.261
H -21.4997 7.0828 17.9723 0.102 0.231 0.261
H -21.4447 6.9199 16.3238 -0.521 0.415 0.007
O -25.1314 3.7167 18.1853 -0.259 -0.854 0.739
H -25.1798 3.8735 19.1475 0.095 0.156 -0.109
H -24.5917 2.9254 17.9852 0.008 0.203 -0.135
H -24.7654 4.5282 17.6726 0.223 0.694 -0.971
B -24.5993 6.0577 16.5778 0.098 0.160 -0.810
H -24.1908 4.9849 16.4612 0.561 -1.635 0.489
H -24.3350 6.4811 15.5413 0.050 0.485 -1.403
H -25.7289 6.1259 16.7598 -1.394 -0.141 0.417
H -23.9756 6.7144 17.2800 0.626 0.681 1.468
C -25.3508 10.5232 17.8747 -0.193 1.013 -0.002
C -25.8483 9.2572 17.2314 -1.191 -0.489 0.345
O -25.8523 8.1928 18.1985 0.763 -0.249 -0.196
O -26.2812 10.9904 18.8358 -0.462 -0.516 0.628
H -25.3542 11.3500 17.1580 0.496 -0.319 -0.225
H -24.3921 10.4723 18.4125 0.204 -0.425 -0.696
H -25.4338 8.9700 16.2677 0.791 0.004 0.157
H -26.9085 9.4051 17.0000 0.007 0.433 -0.058
H -25.4817 7.3924 17.7680 -0.529 0.803 0.464
H -26.4424 10.2446 19.4320 -0.118 0.255 -0.004
C -21.5878 3.3056 15.5239 0.991 -0.913 -0.618
C -22.3276 3.3910 14.1842 -1.250 -0.585 0.521
O -23.3204 4.4037 14.1903 0.577 0.458 -0.457
O -22.4487 2.9943 16.6379 -0.762 0.724 -0.161
H -20.9731 4.2031 15.6289 -0.429 0.311 0.542
H -20.8685 2.4819 15.5249 0.111 0.016 -0.589
H -22.8149 2.4492 13.9089 0.127 -0.258 0.404
H -21.6851 3.5827 13.3261 0.448 0.300 0.397
H -23.9882 4.2499 14.8623 0.077 -0.157 0.027
H -21.9186 2.9343 17.4361 0.338 -0.051 -0.185
C -22.3944 10.2991 13.7175 -0.815 -0.170 -0.564
C -21.5472 9.6222 14.7659 0.863 -0.032 -0.071
O -21.9851 8.2703 15.0268 0.235 0.193 0.468
O -23.7992 10.3177 14.0279 0.884 -0.310 -0.034
H -22.2593 9.7420 12.7824 0.038 -0.111 -0.049
H -22.1070 11.3137 13.4494 0.253 0.083 0.558
H -21.4233 10.1680 15.7019 -0.833 -0.140 0.214
H -20.5087 9.5869 14.4174 -0.055 -0.105 -0.434
H -22.5403 7.9246 14.3195 0.063 0.082 -0.059
H -24.0854 9.4264 13.8041 -0.570 0.185 0.148
C -22.6770 7.8762 20.0970 -0.161 -1.847 -0.041
C -22.7811 6.4365 20.7032 -0.081 -0.034 0.006
O -23.2379 5.5462 19.6507 -0.008 -0.168 0.224
O -21.4119 7.9514 19.4303 0.180 0.364 0.112
H -22.8576 8.6852 20.8029 0.259 -0.037 0.046
H -23.3936 7.9328 19.2751 -0.366 0.129 0.381
H -23.3776 6.3091 21.6107 -0.598 0.482 -0.381
H -21.8399 5.9744 21.0199 0.451 0.941 -0.014
H -22.5877 4.8388 19.6570 -0.119 -0.136 -0.212
H -20.7407 7.9743 20.1227 0.295 0.003 -0.358
C -18.8026 6.3953 14.0959 1.148 0.757 -1.126
C -18.6257 7.2281 15.3404 0.631 0.800 0.428
O -18.2168 6.4659 16.4607 -1.013 -0.314 0.502
O -17.5517 5.7212 13.8783 -0.333 -0.240 0.356
H -18.9984 7.0752 13.2606 -0.004 0.135 0.009
H -19.6359 5.6926 14.0601 0.008 -0.179 0.660
H -19.4863 7.8825 15.5115 -0.548 -0.834 0.597
H -17.8701 8.0233 15.2995 0.280 -0.254 -1.195
H -17.3795 6.0457 16.2350 -0.037 0.032 -0.163
H -17.2339 5.8141 12.9775 -0.208 0.087 -0.044
```
Positions in Å, forces in eV/Å.

Relative energy (zero: lowest compared OMol25 entry of this formula, charge and spin) (kcal per mole): 0.0
LUMO level (eV): -3.341
Net charge: +1
Gap between HOMO and LUMO (eV): 8.5

---

Record 2
This record from the OMol25 dataset describes a molecular structure, C10H40BeN20O14S in a non-equilibrium geometry. The level of theory is ωB97M-V/def2-TZVPD.

```
86
Properties=species:S:1:pos:R:3:forces:R:3
Be 1.1351 -2.7104 0.7910 -0.796 3.766 1.360
S -0.1919 -0.0689 -0.0229 -0.584 3.035 -2.220
O -1.5492 0.4799 -0.0046 -0.066 0.391 0.327
O 0.2347 -0.4474 1.2888 1.487 -1.832 2.618
O -0.2311 -1.2334 -0.8471 0.435 -5.212 -1.810
O 0.7338 0.8499 -0.7000 0.292 0.427 0.518
C 0.5070 -2.0818 4.1770 2.488 -4.464 -0.356
O 1.0848 -2.9166 3.4436 0.969 0.224 -2.215
N -0.4456 -1.3376 3.8892 -5.957 5.177 -3.524
N 0.6968 -2.1089 5.4517 1.476 -0.613 4.402
H -1.0830 -0.9290 4.5576 0.586 -0.011 0.163
H -0.5604 -0.9243 2.9748 0.086 -0.499 -0.340
H 1.2138 -2.8721 5.8644 -0.131 0.324 0.039
H 0.1318 -1.4854 6.0104 0.590 -0.343 0.328
C -1.5387 2.4388 -3.1617 -4.628 4.744 -1.868
O -1.9263 3.2711 -3.9996 0.866 -0.529 0.021
N -0.7467 1.4783 -3.2919 4.587 -4.603 -1.512
N -2.0763 2.4042 -1.9581 -1.348 1.573 1.670
H -0.4964 1.1479 -2.3709 1.091 -1.078 -0.905
H -0.4222 1.1898 -4.2038 0.317 0.003 0.556
H -1.9529 1.5803 -1.3870 -0.781 0.625 0.476
H -2.6862 3.2063 -1.8896 -0.286 -0.512 1.074
C 3.5051 2.1067 -3.1898 -1.035 -0.231 1.366
O 4.5030 2.6133 -3.5664 3.144 1.352 -2.036
N 3.4039 0.8063 -2.9129 0.136 -2.451 0.494
N 2.4257 2.7924 -2.8723 -1.563 2.219 -0.109
H 2.5434 0.5351 -2.4588 0.035 -0.664 -0.632
H 3.9651 0.2189 -3.5130 -0.321 -0.331 0.468
H 1.6598 2.5199 -2.2730 0.047 -0.096 -0.477
H 2.5242 3.7556 -3.1598 -0.490 0.102 0.503
C -2.4448 -3.2751 1.4268 1.044 0.821 0.953
O -1.2425 -3.0329 1.3440 2.534 1.594 1.081
N -3.3818 -2.7681 2.2593 2.175 1.611 1.211
N -2.9079 -4.1843 0.6860 -2.886 -3.198 -2.677
H -2.9048 -2.0948 2.8417 -1.145 0.428 0.347
H -4.3843 -2.8701 2.1901 0.445 0.259 0.023
H -3.9056 -4.2027 0.8419 0.072 -1.703 -1.289
H -2.2828 -4.8025 0.1888 -0.799 0.089 -0.177
C -3.0875 -2.1118 -2.9843 -4.365 1.722 -2.111
O -4.0065 -2.2261 -3.7465 -1.897 -1.943 -2.880
N -3.2192 -1.1633 -2.1155 1.542 2.557 4.577
N -1.9633 -2.7145 -3.0039 4.933 -2.816 0.439
H -2.4621 -1.1612 -1.4471 -0.399 1.007 0.464
H -4.0361 -0.5846 -1.9819 0.262 -0.487 -0.418
H -1.3139 -2.4476 -2.2779 0.235 -0.331 -0.356
H -1.6668 -3.3474 -3.7330 -0.422 0.254 0.253
C 1.0825 1.7287 4.0524 -0.185 2.306 2.896
O 0.7715 2.4585 4.9804 0.211 0.088 0.892
N 0.4400 1.6605 2.9498 -4.783 1.085 -4.125
N 2.1081 0.9532 3.9385 5.364 -3.707 0.458
H -0.4176 2.1932 2.9787 -0.033 -0.062 -0.270
H 0.4230 0.8270 2.3797 0.182 0.351 -0.015
H 2.2656 0.5107 3.0443 -0.022 0.061 0.145
H 2.9164 0.8739 4.5390 -0.660 0.439 0.394
C 0.4005 4.6877 -0.3551 -0.567 1.457 0.248
O 0.7009 5.8270 -0.5683 2.338 2.322 -0.754
N 1.1472 3.6080 -0.3798 2.882 -2.206 -0.408
N -0.8402 4.4688 -0.0148 -3.802 -1.864 1.310
H 2.1256 3.6615 -0.6249 -0.307 0.483 0.072
H 0.8343 2.6555 -0.2574 -0.344 0.232 0.192
H -1.1226 3.5052 0.0939 -0.473 0.398 0.169
H -1.4243 5.2252 0.3120 0.264 -0.256 -0.331
C 3.8712 -0.6661 0.9560 -1.501 0.312 0.985
O 3.0316 -1.3869 1.4348 -2.912 -5.123 2.524
N 4.9555 -0.2482 1.4617 6.355 -0.243 5.133
N 3.5490 0.0832 0.0317 -2.646 4.165 -8.663
H 5.5023 0.5435 1.1548 -0.591 -0.199 -0.320
H 5.1298 -0.4664 2.4323 0.223 -0.378 -0.190
H 2.7064 -0.1053 -0.4922 -0.103 -0.015 0.208
H 4.2368 0.5494 -0.5424 -0.109 0.195 0.082
C 2.2657 -2.5655 -2.6707 -1.380 0.318 -2.863
O 2.5129 -2.3579 -1.5365 1.023 0.100 6.373
N 1.1162 -2.2682 -3.2286 -2.229 0.237 -0.082
N 3.1294 -2.9543 -3.5491 4.475 -2.331 -2.594
H 1.1419 -2.1019 -4.2245 -0.682 0.361 0.382
H 0.5981 -1.7533 -2.5311 -1.040 0.581 -0.626
H 2.8754 -3.4428 -4.3959 -0.288 0.350 0.118
H 4.0510 -3.2251 -3.2371 -0.127 0.108 0.200
C -4.3146 0.8239 1.6283 -3.078 3.605 1.629
O -5.4187 1.2589 1.9633 0.006 0.174 1.732
N -4.2450 0.0591 0.6418 0.159 -5.062 -5.225
N -3.1204 1.2381 2.0123 0.850 1.114 3.014
H -3.3160 -0.1275 0.2920 -0.496 -0.550 -0.603
H -5.1231 -0.1713 0.1991 0.479 -0.121 -0.192
H -3.2872 1.9770 2.6805 1.052 0.351 -0.180
H -2.4103 1.1710 1.2973 0.522 0.570 0.463
```
Positions in Å, forces in eV/Å.

Relative energy (zero: lowest compared OMol25 entry of this formula, charge and spin) (kcal per mole): 212.0
LUMO level (eV): -3.978
Net charge: 0
Gap between HOMO and LUMO (eV): 4.6

---

Record 3
This record from the OMol25 dataset describes a molecular structure, C10H40F2HgNO14S2 in a non-equilibrium geometry. The level of theory is ωB97M-V/def2-TZVPD.

```
70
Properties=species:S:1:pos:R:3:forces:R:3
Hg 2.2626 3.1567 -0.2565 0.172 -0.832 0.698
N 0.4956 2.0742 -0.7174 0.871 -3.509 1.833
S -0.8679 2.0900 -1.4023 -9.537 5.804 -3.167
O -2.1145 2.3404 -0.5991 4.063 -1.807 -1.258
O -1.0056 1.2610 -2.5719 0.668 0.207 1.607
F -0.6851 3.5570 -1.9349 0.563 0.350 -0.666
S 0.2916 0.4249 -0.2812 6.551 -6.232 2.266
O 0.7867 -0.5947 -1.2002 -2.135 2.834 0.250
O -0.6756 0.1125 0.7060 -1.112 1.124 -0.946
F 1.6288 0.3764 0.6693 -0.196 1.260 -0.074
C -3.9448 2.7523 -3.4832 -0.102 0.561 -1.106
O -4.4075 2.5941 -4.8605 0.209 -0.056 1.310
H -3.7528 1.8230 -2.9470 -0.332 -0.138 -0.146
H -3.0222 3.3328 -3.4854 0.247 0.019 -0.014
H -4.6702 3.3748 -2.9594 -0.115 -0.348 -0.036
H -3.9031 1.8880 -5.2711 0.068 -0.042 0.008
C 2.0453 -3.2017 -2.1851 -1.400 -1.154 0.625
O 2.4624 -3.6020 -0.8460 1.212 1.011 -1.803
H 2.5782 -3.7657 -2.9506 -0.009 -0.260 0.396
H 0.9789 -3.4272 -2.1918 -0.200 -0.648 -0.596
H 1.9581 -2.1862 -2.5714 1.133 0.765 0.950
H 1.8293 -3.2351 -0.2245 -0.545 0.209 0.162
C 0.7780 0.0571 -5.4291 -0.315 0.697 -0.037
O -0.3054 -0.5142 -4.7112 0.355 -0.780 -0.445
H 1.7497 -0.0536 -4.9478 0.029 0.095 0.451
H 0.9403 -0.3502 -6.4270 -0.659 -0.473 0.119
H 0.5159 1.1042 -5.5805 0.524 0.321 -0.081
H -0.4552 0.0095 -3.9208 0.107 -0.004 -0.099
C -2.5011 -1.8697 -1.3400 -0.303 2.487 1.072
O -2.0153 -2.8201 -0.4209 -0.411 -1.087 -0.823
H -2.4707 -0.9747 -0.7186 0.156 0.602 -0.482
H -1.9151 -1.6952 -2.2424 0.117 -0.477 -0.029
H -3.5705 -1.9134 -1.5460 0.007 -0.762 -0.264
H -2.3901 -3.6268 -0.7819 0.421 -0.731 0.535
O -4.7212 3.6538 -0.0319 0.073 0.314 -0.282
H -5.4731 3.0696 0.0665 -0.199 -0.159 0.062
H -4.1271 3.4014 0.6749 0.022 -0.137 0.252
O -3.5067 1.4453 1.8960 -0.181 0.222 0.163
H -2.8414 1.6097 1.2278 0.210 -0.064 -0.482
H -3.0520 0.9368 2.5675 -0.028 -0.201 0.214
O 3.7404 1.4961 -0.7862 0.170 0.764 -0.400
H 4.3843 1.6016 -1.4866 0.307 0.165 -0.444
H 3.9400 0.6417 -0.4034 -0.361 -0.585 0.657
C -0.2522 2.1975 3.2720 -0.279 -0.042 -2.024
C 0.5780 3.2420 2.4824 -2.756 1.793 2.133
O 1.7681 2.8681 1.9417 2.733 -1.457 -1.173
H 0.1093 1.6099 4.1158 0.539 0.697 0.093
H -0.5313 1.4720 2.5078 -0.134 -0.289 0.212
H -1.1846 2.7135 3.5008 0.056 -0.011 0.394
H 0.8454 4.0818 3.1237 -0.614 0.337 0.193
H 0.0029 3.6317 1.6426 -0.535 -0.077 0.297
H 2.3056 2.6153 2.6958 1.241 -0.560 -0.072
C 3.6401 -1.2793 3.3168 -0.927 2.487 -0.615
C 2.8211 -0.1956 4.1188 0.528 -1.202 1.851
O 3.5067 1.0684 4.2854 0.319 -0.087 -1.331
H 3.1092 -2.2274 3.2312 0.014 0.230 0.215
H 4.6768 -1.4070 3.6283 -0.287 0.063 0.423
H 3.6592 -0.7955 2.3402 0.335 -0.595 -0.579
H 2.7102 -0.6259 5.1141 -0.142 0.080 0.294
H 1.7989 0.0059 3.7984 0.099 -0.392 -0.770
H 3.0192 1.6564 4.8669 -0.127 -0.363 0.368
C 0.1144 -4.9970 1.8719 -0.253 -1.473 -0.446
C 0.5964 -3.6180 1.9983 -0.230 1.269 2.842
O 0.5267 -2.8271 0.8803 0.590 0.715 -1.965
H -0.9606 -5.0644 1.7046 0.007 0.198 -0.779
H 0.1944 -5.6482 2.7423 0.649 0.403 0.329
H 0.7426 -5.4168 1.0863 -0.554 -0.580 -0.286
H 1.6243 -3.5850 2.3596 0.087 -0.107 -0.088
H -0.0100 -3.0489 2.7030 0.026 -0.312 0.978
H -0.3829 -2.7809 0.5771 -0.498 -0.047 -0.450
```
Positions in Å, forces in eV/Å.

LUMO level (eV): -8.292
Net charge: +1
Gap between HOMO and LUMO (eV): 3.2

---

Record 4
This record from the OMol25 dataset describes a molecular structure, C10H40F3O14PtS in a non-equilibrium geometry. The level of theory is ωB97M-V/def2-TZVPD.

```
69
Properties=species:S:1:pos:R:3:forces:R:3
Pt 0.4626 1.8633 3.5507 -1.179 -1.066 0.147
C 0.2763 0.2133 -0.4635 0.184 0.214 0.040
F 1.4146 -0.1998 0.0745 0.119 -0.262 0.019
F 0.3209 0.0726 -1.7690 -0.106 0.096 0.081
F -0.7415 -0.4952 0.0352 0.194 -0.283 -0.072
S -0.0118 1.9469 0.0504 -0.999 -0.066 -0.563
O 0.3253 1.9039 1.4749 0.698 0.189 -0.381
O 0.8118 2.7767 -0.7555 0.706 0.208 0.271
O -1.4248 2.1476 -0.1551 -0.076 -0.212 0.256
O -1.3983 3.0832 3.5214 -0.195 0.651 0.199
H -2.3093 2.9009 3.7937 0.167 -0.310 -0.004
H -1.4227 3.9029 3.0077 0.107 -0.148 -0.050
O -3.3831 3.6491 -1.3494 -0.110 -0.219 0.297
H -2.7715 3.0371 -0.9093 -0.171 0.495 -0.447
H -3.1709 4.5184 -0.9979 0.013 0.007 -0.096
O 3.0162 4.4124 -0.3034 -0.131 -0.129 0.209
H 2.9044 5.1582 -0.9018 0.042 -0.029 0.020
H 2.3101 3.7893 -0.5383 0.247 0.309 -0.016
O -2.3516 -1.7006 1.8848 0.004 -0.164 0.026
H -2.1786 -1.0808 1.1668 -0.350 -0.076 0.047
H -3.2126 -2.0914 1.7006 0.101 -0.085 0.038
O 4.3565 -1.4651 0.4076 -0.113 0.058 0.098
H 3.4423 -1.7634 0.3571 0.060 -0.005 -0.036
H 4.3269 -0.5342 0.1640 0.044 -0.050 -0.067
O -0.9654 0.1861 3.3262 -0.379 1.542 0.337
H -1.0600 -0.7829 3.3235 0.781 0.014 0.335
H -1.7912 0.5532 2.8999 0.364 -0.324 0.016
O -2.9042 1.0780 1.7761 -0.384 0.352 -0.049
H -3.8541 1.1940 1.6538 0.036 -0.133 0.132
H -2.4858 1.5034 0.9996 0.054 0.025 0.054
O 1.6248 3.6743 3.5237 0.609 0.095 -0.301
H 1.6777 4.4788 4.0589 -0.207 -0.265 0.224
H 2.3677 3.7121 2.8957 -0.211 -0.031 -0.031
C -3.9138 -3.7683 -2.9642 0.544 -1.563 1.022
C -2.5189 -3.2122 -2.9958 0.494 2.038 -1.268
C -1.9118 -2.8653 -1.6549 -0.349 -0.412 1.092
O -1.6489 -3.9837 -3.8097 -0.297 -0.808 0.201
H -3.8395 -4.7714 -2.5174 -0.200 0.054 -0.033
H -4.3577 -3.9192 -3.9411 -0.025 0.413 -0.128
H -4.5243 -3.1826 -2.2798 -0.218 0.155 -0.285
H -2.6243 -2.2313 -3.4969 0.057 -0.073 0.023
H -1.8407 -3.6975 -0.9433 -0.133 -0.210 -0.298
H -2.5629 -2.1269 -1.1715 0.141 0.091 -0.065
H -0.9034 -2.4611 -1.7097 -0.021 0.133 -0.388
H -0.9785 -3.4261 -4.2091 -0.031 0.129 0.075
C 2.0191 -3.6639 3.3547 0.627 0.045 0.906
C 0.5420 -3.5182 3.1126 -0.516 -0.081 -1.115
C -0.3677 -3.9470 4.2397 0.893 -0.830 0.522
O 0.3171 -2.1422 2.7406 0.128 0.492 0.302
H 2.5877 -3.3038 2.5003 -0.014 -0.013 -0.046
H 2.3447 -4.6811 3.5838 -0.363 -0.134 -0.331
H 2.3550 -3.1116 4.2418 -0.221 0.271 -0.170
H 0.3139 -4.1156 2.2160 -0.096 -0.018 0.183
H -0.1742 -5.0134 4.4140 -0.126 0.082 -0.004
H -1.4337 -3.8617 4.0498 -0.016 0.335 -0.147
H -0.0671 -3.4579 5.1699 -0.295 0.222 -0.042
H -0.5408 -2.0592 2.3041 0.055 -0.733 -0.261
C 3.2107 1.7049 -3.2573 0.152 0.401 1.197
C 2.5230 2.9689 -3.7769 -0.978 -1.081 -0.014
C 2.6617 3.0746 -5.2768 -0.386 1.165 0.043
O 1.1064 2.8703 -3.4876 0.329 0.064 -0.084
H 2.6096 0.7992 -3.3400 -0.158 0.149 -0.659
H 3.3239 1.8151 -2.1665 0.359 -0.011 -0.149
H 4.1904 1.5515 -3.7066 0.038 -0.026 0.071
H 2.8661 3.8610 -3.2466 0.481 -0.005 -0.252
H 2.3558 2.1527 -5.7639 0.180 -0.093 -0.042
H 3.6596 3.4039 -5.5653 0.159 -0.435 0.004
H 2.0045 3.8791 -5.6231 -0.087 -0.178 -0.038
H 1.0163 2.7978 -2.5267 -0.028 0.064 -0.559
```
Positions in Å, forces in eV/Å.

Relative energy (zero: lowest compared OMol25 entry of this formula, charge and spin) (kcal per mole): 15.4
<S²>: 2.00
LUMO level (alpha / beta) (eV): -5.001 / -6.872
Net charge: +1
Gap between HOMO and LUMO (alpha / beta) (eV): 6.7 / 4.8
2S+1: 3

---

Total energy values, unit a.u., following the record order: -1332.24221 -2966.58001 -2662.03953 -2275.09996.